[1]
C4H9NO | the ωB97M-V functional and the def2-TZVPD basis

Output
E = -287.77035 Eh
Relative energy (zero: lowest compared OMol25 entry of this formula, charge and spin) = 163.05 kJ/mol
Structure (SMILES) = C1COCCN1

Last column: natural (NBO) charge in e.
Cartesian coordinates (Å):
C 0.372 1.205 0.553  -0.255
C 0.525 -0.130 1.287  -0.086
O 0.898 -1.194 0.442  -0.520
C -0.062 -1.300 -0.596  -0.092
C -0.371 0.045 -1.325  -0.252
N -0.700 1.070 -0.428  -0.610
H 1.312 1.452 0.073  0.197
H 0.142 1.941 1.342  0.201
H 1.229 -0.075 2.099  0.191
H -0.444 -0.372 1.805  0.145
H 0.292 -2.062 -1.298  0.194
H -1.027 -1.693 -0.153  0.150
H -1.167 -0.081 -2.105  0.205
H 0.538 0.383 -1.856  0.191
H -1.537 0.812 0.159  0.342

Cartesian forces (eV/Å) of the 2 atoms listed first:
C -0.235 -0.826 1.084
C -0.597 0.030 0.701

[2]
C4H9NO | the ωB97M-V functional and the def2-TZVPD basis

Output
E = -287.79458 Eh
Relative energy (zero: lowest compared OMol25 entry of this formula, charge and spin) = 99.42 kJ/mol
Structure (SMILES) = CC(=O)N(C)C

Last column: natural (NBO) charge in e.
Cartesian coordinates (Å):
C 1.155 0.447 -1.631  -0.716
C -0.088 0.742 -0.825  0.691
O -0.942 1.490 -1.247  -0.605
N -0.245 0.019 0.331  -0.463
C 0.169 -1.321 0.595  -0.402
C -1.134 0.560 1.342  -0.417
H 0.974 -0.361 -2.340  0.234
H 2.015 0.145 -1.035  0.212
H 1.460 1.366 -2.126  0.243
H 1.210 -1.493 0.321  0.203
H 0.145 -1.478 1.663  0.210
H -0.423 -2.039 0.024  0.194
H -1.914 -0.187 1.575  0.184
H -1.747 1.401 1.053  0.243
H -0.634 0.710 2.302  0.190

Cartesian forces (eV/Å) of the 2 atoms listed first:
C 0.570 0.046 0.208
C 0.017 -1.425 -0.566

[3]
C4H9NO | the ωB97M-V functional and the def2-TZVPD basis

Output
E = -287.76589 Eh
Relative energy (zero: lowest compared OMol25 entry of this formula, charge and spin) = 174.76 kJ/mol
Structure (SMILES) = CCO/C=N/C

Last column: natural (NBO) charge in e.
Cartesian coordinates (Å):
C -1.576 -0.377 -0.628  -0.643
C -1.346 -0.705 0.866  -0.076
O -0.646 0.330 1.579  -0.496
C 0.515 0.652 0.993  0.410
N 1.035 -0.100 0.128  -0.519
C 2.087 0.396 -0.718  -0.432
H -2.234 0.487 -0.737  0.205
H -0.676 -0.165 -1.213  0.233
H -2.038 -1.244 -1.103  0.215
H -2.289 -0.785 1.418  0.192
H -0.797 -1.645 0.982  0.191
H 0.877 1.633 1.321  0.144
H 2.046 1.486 -0.863  0.176
H 1.977 -0.075 -1.705  0.199
H 3.065 0.113 -0.318  0.200

Cartesian forces (eV/Å) of the 2 atoms listed first:
C -0.277 -0.044 0.136
C -0.145 -0.171 -0.271

[4]
C4H9NO | the ωB97M-V functional and the def2-TZVPD basis

Output
E = -287.76644 Eh
Relative energy (zero: lowest compared OMol25 entry of this formula, charge and spin) = 173.30 kJ/mol
Structure (SMILES) = CC/N=C/OC

Last column: natural (NBO) charge in e.
Cartesian coordinates (Å):
C 1.911 0.829 0.510  -0.602
C 1.404 -0.274 -0.408  -0.227
N -0.004 -0.315 -0.277  -0.524
C -0.696 -1.170 0.324  0.404
O -2.029 -0.988 0.310  -0.502
C -2.377 0.247 -0.355  -0.272
H 1.741 0.552 1.556  0.202
H 2.975 1.012 0.352  0.206
H 1.354 1.755 0.319  0.213
H 1.887 -1.242 -0.210  0.165
H 1.588 -0.004 -1.455  0.193
H -0.369 -2.071 0.870  0.156
H -3.421 0.131 -0.625  0.188
H -1.769 0.454 -1.244  0.214
H -2.193 1.083 0.332  0.186

Cartesian forces (eV/Å) of the 2 atoms listed first:
C 0.191 0.045 0.053
C 0.358 -0.063 -0.001

[5]
C4H9NO | the ωB97M-V functional and the def2-TZVPD basis

Output
E = -287.73254 Eh
Relative energy (zero: lowest compared OMol25 entry of this formula, charge and spin) = 262.32 kJ/mol

Last column: natural (NBO) charge in e.
Cartesian coordinates (Å):
C -2.396 0.309 0.073  -0.417
C -0.041 -0.166 0.347  -0.095
C 1.221 -0.938 0.049  -0.067
C 0.841 1.053 -0.079  -0.070
H -3.335 -0.128 -0.407  0.209
H -2.445 0.190 1.208  0.170
H -2.233 1.362 -0.238  0.202
H -1.379 -1.525 -0.401  0.367
H -0.239 -0.145 1.447  0.154
H 1.090 -1.436 -0.894  0.177
H 1.478 -1.619 0.905  0.180
H 0.565 1.363 -1.086  0.176
H 0.930 1.926 0.594  0.181
N -1.233 -0.498 -0.384  -0.637
O 2.056 0.244 -0.097  -0.531

Cartesian forces (eV/Å) of the 2 atoms listed first:
C -0.006 -1.684 0.225
C 0.275 0.919 1.131

[6]
C4H9NO | the ωB97M-V functional and the def2-TZVPD basis

Output
E = -287.67412 Eh
Relative energy (zero: lowest compared OMol25 entry of this formula, charge and spin) = 415.69 kJ/mol

Last column: natural (NBO) charge in e.
Cartesian coordinates (Å):
C -1.709 0.491 0.372  -0.631
C -1.033 -0.471 -0.581  -0.546
C -0.143 -1.440 -0.127  0.055
N 1.511 0.168 0.864  -0.881
C 1.978 0.791 -0.182  0.462
O 1.551 0.565 -1.363  -0.748
H -2.241 1.267 -0.185  0.221
H -2.438 -0.002 1.028  0.217
H -0.945 0.961 1.000  0.245
H 0.036 0.035 -1.089  0.446
H -1.637 -0.808 -1.432  0.259
H 0.291 -2.091 -0.888  0.209
H 0.167 -1.597 0.892  0.245
H 1.822 0.584 1.737  0.349
H 2.790 1.546 -0.047  0.098

Cartesian forces (eV/Å) of the 2 atoms listed first:
C 0.024 0.064 0.004
C -0.122 -0.277 0.243

[7]
C4H9NO | the ωB97M-V functional and the def2-TZVPD basis

Output
E = -287.74398 Eh
Relative energy (zero: lowest compared OMol25 entry of this formula, charge and spin) = 232.28 kJ/mol
Structure (SMILES) = CC/C(C)=N\O

Last column: natural (NBO) charge in e.
Cartesian coordinates (Å):
C -0.855 -1.474 0.379  -0.593
C 0.214 -0.800 -0.499  -0.473
C 0.387 0.657 -0.136  0.262
C -0.287 1.739 -0.938  -0.657
N 1.064 1.049 0.875  -0.161
O 1.721 -0.051 1.478  -0.605
H -0.550 -1.510 1.430  0.209
H -1.813 -0.944 0.328  0.203
H -1.028 -2.505 0.051  0.213
H 1.169 -1.311 -0.359  0.242
H -0.068 -0.885 -1.553  0.208
H -0.460 2.617 -0.311  0.237
H 0.345 2.050 -1.778  0.230
H -1.240 1.395 -1.353  0.216
H 1.399 -0.026 2.386  0.469

Cartesian forces (eV/Å) of the 2 atoms listed first:
C -0.057 -0.013 0.026
C 0.054 -0.015 -0.084

[8]
C4H9NO | the ωB97M-V functional and the def2-TZVPD basis

Output
E = -287.75271 Eh
Relative energy (zero: lowest compared OMol25 entry of this formula, charge and spin) = 209.36 kJ/mol
Structure (SMILES) = C[C@@]1(CO)CN1

Last column: natural (NBO) charge in e.
Cartesian coordinates (Å):
C -1.381 -0.873 0.001  -0.617
C -0.082 -0.112 0.130  0.040
C 1.138 -0.674 -0.628  -0.056
O 2.122 0.316 -0.813  -0.721
C -0.317 1.338 0.129  -0.255
N 0.378 0.715 1.255  -0.621
H -2.153 -0.578 0.724  0.216
H -1.800 -0.612 -0.984  0.219
H -1.221 -1.944 0.034  0.211
H 1.584 -1.547 -0.111  0.165
H 0.837 -1.020 -1.621  0.177
H 2.210 0.738 0.057  0.480
H -1.349 1.645 0.320  0.187
H 0.237 1.933 -0.581  0.210
H -0.201 0.675 2.087  0.364

Cartesian forces (eV/Å) of the 2 atoms listed first:
C -0.050 -0.188 0.049
C 0.050 -0.013 -0.393

[9]
C4H9NO | the ωB97M-V functional and the def2-TZVPD basis

Output
E = -287.75111 Eh
Relative energy (zero: lowest compared OMol25 entry of this formula, charge and spin) = 213.56 kJ/mol
Structure (SMILES) = CN1C[C@H]1CO

Last column: natural (NBO) charge in e.
Cartesian coordinates (Å):
C -1.845 0.640 -0.133  -0.409
N -0.495 0.241 -0.484  -0.431
C -0.258 -1.193 -0.468  -0.259
C 0.351 -0.308 0.559  -0.109
C 1.780 0.210 0.512  -0.062
O 2.202 0.458 -0.804  -0.718
H -2.423 0.748 -1.056  0.204
H -2.345 -0.104 0.504  0.168
H -1.836 1.605 0.387  0.201
H -1.103 -1.792 -0.128  0.187
H 0.307 -1.615 -1.295  0.214
H -0.069 -0.389 1.564  0.194
H 2.483 -0.503 0.955  0.182
H 1.815 1.129 1.124  0.156
H 1.437 0.873 -1.236  0.483

Cartesian forces (eV/Å) of the 2 atoms listed first:
C -0.111 0.167 -0.011
N -0.134 0.059 -0.001

[10]
C4H9NO | the ωB97M-V functional and the def2-TZVPD basis

Output
E = -287.60718 Eh
Relative energy (zero: lowest compared OMol25 entry of this formula, charge and spin) = 591.44 kJ/mol

Last column: natural (NBO) charge in e.
Cartesian coordinates (Å):
C -1.075 -1.047 0.324  -0.418
C 0.056 -0.261 0.240  -0.009
C 1.184 -0.518 -0.733  -0.062
O 2.209 0.431 -0.652  -0.701
C -0.328 1.154 0.670  -0.039
N 0.463 0.457 1.523  -0.552
H -1.718 0.968 -1.966  -0.017
H -1.300 -1.782 -0.446  0.209
H -1.797 -0.928 1.122  0.202
H 1.559 -1.539 -0.555  0.166
H 0.770 -0.482 -1.746  0.193
H 2.298 0.658 0.286  0.478
H -1.334 1.452 0.991  0.181
H -1.182 1.357 -1.617  0.008
H 0.078 0.139 2.421  0.362

Cartesian forces (eV/Å) of the 2 atoms listed first:
C -0.174 -0.397 0.104
C 0.162 0.130 -0.177

[11]
C4H9NO | the ωB97M-V functional and the def2-TZVPD basis

Output
E = -287.66404 Eh
Relative energy (zero: lowest compared OMol25 entry of this formula, charge and spin) = 442.17 kJ/mol

Last column: natural (NBO) charge in e.
Cartesian coordinates (Å):
C 2.102 0.298 -0.362  -0.588
C 0.759 -0.150 -0.973  -0.497
C -0.214 -0.620 0.028  0.078
C -1.148 0.310 0.716  0.145
O -0.629 1.490 0.624  -0.523
N -2.568 0.111 0.460  -0.838
H 2.794 0.595 -1.156  0.213
H 2.569 -0.508 0.216  0.199
H 1.910 1.148 0.296  0.234
H 0.316 0.711 -1.489  0.238
H 0.945 -0.983 -1.667  0.218
H -0.037 -1.604 0.475  0.178
H -0.914 -0.157 1.739  0.205
H -3.113 -0.021 1.302  0.370
H -2.771 -0.621 -0.208  0.368

Cartesian forces (eV/Å) of the 2 atoms listed first:
C 0.026 0.030 0.019
C 0.009 0.012 -0.056

[12]
C4H9NO | the ωB97M-V functional and the def2-TZVPD basis

Output
E = -287.65897 Eh
Relative energy (zero: lowest compared OMol25 entry of this formula, charge and spin) = 455.47 kJ/mol

Last column: natural (NBO) charge in e.
Cartesian coordinates (Å):
C -1.123 1.142 -0.329  -0.080
N -0.569 -0.041 -0.048  -0.388
C -1.258 -1.247 0.348  -0.415
C 0.773 0.053 -0.658  0.414
O 1.048 -0.629 -1.655  -0.665
C 1.799 0.223 0.490  -0.636
H -1.890 1.526 0.355  0.179
H 0.528 1.356 -0.745  0.102
H -1.168 1.528 -1.344  0.199
H -1.562 -1.817 -0.537  0.221
H -2.154 -0.979 0.918  0.209
H -0.604 -1.870 0.963  0.214
H 1.975 -0.751 0.960  0.212
H 1.470 0.945 1.242  0.209
H 2.735 0.561 0.039  0.227

Cartesian forces (eV/Å) of the 2 atoms listed first:
C -0.150 -0.216 0.057
N -0.031 0.211 -0.199

[13]
C4H9NO | the ωB97M-V functional and the def2-TZVPD basis

Output
E = -287.65702 Eh
Relative energy (zero: lowest compared OMol25 entry of this formula, charge and spin) = 460.59 kJ/mol

Last column: natural (NBO) charge in e.
Cartesian coordinates (Å):
C 0.584 1.030 -1.975  -0.869
C 1.593 1.143 1.393  0.127
O 1.492 -0.167 1.491  -0.500
C 0.347 -0.769 0.965  0.379
N -0.790 -0.322 1.209  -0.392
C -1.923 -1.028 0.650  -0.434
H 1.225 0.148 -2.072  0.201
H -0.451 0.752 -2.191  0.206
H 0.911 1.788 -2.691  0.215
H 2.546 1.320 1.949  0.072
H 0.656 1.429 -0.958  0.238
H 0.617 -1.667 0.400  0.157
H -2.448 -0.355 -0.036  0.215
H -2.616 -1.277 1.459  0.212
H -1.658 -1.949 0.110  0.173

Cartesian forces (eV/Å) of the 2 atoms listed first:
C -0.001 0.005 0.002
C 0.203 -0.315 0.195

[14]
C4H9NO | the ωB97M-V functional and the def2-TZVPD basis

Output
E = -287.71591 Eh
Relative energy (zero: lowest compared OMol25 entry of this formula, charge and spin) = 305.97 kJ/mol
Structure (SMILES) = C=NC.CC=O

Last column: natural (NBO) charge in e.
Cartesian coordinates (Å):
C -1.182 -1.303 -2.195  -0.045
N -0.364 -0.391 -2.510  -0.401
C -0.270 0.808 -1.655  -0.449
H -1.768 -1.913 -2.889  0.166
H -1.379 -1.623 -1.156  0.113
H 0.644 0.702 -1.072  0.213
H -0.100 1.644 -2.348  0.215
H -1.218 0.881 -1.149  0.189
C 0.403 -0.936 1.934  -0.731
C 0.399 0.533 2.298  0.451
O 1.131 1.391 1.880  -0.514
H -0.256 -1.196 1.100  0.239
H 1.453 -1.095 1.713  0.238
H 0.098 -1.541 2.780  0.225
H -0.315 0.759 3.111  0.091

Cartesian forces (eV/Å) of the 2 atoms listed first:
C 0.454 -0.303 0.706
N -1.936 0.295 -1.367

[15]
C4H9NO | the ωB97M-V functional and the def2-TZVPD basis

Output
E = -287.60230 Eh
Relative energy (zero: lowest compared OMol25 entry of this formula, charge and spin) = 604.26 kJ/mol

Last column: natural (NBO) charge in e.
Cartesian coordinates (Å):
C 0.232 2.652 -1.193  -0.027
C -0.112 -1.607 1.868  -0.665
C -0.662 -0.509 -1.603  -0.197
C 0.301 -1.072 0.538  0.129
N 0.090 2.060 -0.111  -0.617
O -0.615 -0.779 -0.313  -0.380
H 1.122 2.465 -1.815  0.164
H -0.611 3.367 -1.665  0.131
H 0.702 -2.274 2.038  0.215
H -0.236 -0.875 2.620  0.213
H -1.165 -2.119 1.811  0.210
H -0.729 2.225 0.479  0.351
H 0.347 -0.436 -2.075  0.148
H -1.602 0.046 -1.984  0.178
H 1.336 -1.342 0.350  0.147

Cartesian forces (eV/Å) of the 2 atoms listed first:
C -2.188 1.722 -1.725
C -2.475 -0.773 -1.674

[16]
C4H9NO | the ωB97M-V functional and the def2-TZVPD basis

Output
E = -287.68979 Eh
Relative energy (zero: lowest compared OMol25 entry of this formula, charge and spin) = 374.57 kJ/mol
Structure (SMILES) = CN1CC[C@H]1O

Last column: natural (NBO) charge in e.
Cartesian coordinates (Å):
C -1.522 -1.108 -0.331  -0.397
N -0.590 -0.032 -0.166  -0.477
C 0.553 0.138 -1.019  -0.231
C 1.538 0.383 0.127  -0.510
C -0.119 0.488 1.044  0.342
O -0.196 1.839 1.371  -0.717
H -1.018 -2.027 -0.676  0.178
H -2.279 -0.835 -1.074  0.194
H -2.032 -1.328 0.614  0.205
H 0.727 -0.740 -1.654  0.178
H 0.432 1.016 -1.669  0.180
H 2.137 -0.493 0.386  0.207
H 2.298 1.171 -0.142  0.200
H -0.711 0.002 1.872  0.169
H 0.604 2.163 0.951  0.478

Cartesian forces (eV/Å) of the 2 atoms listed first:
C -0.190 -0.028 -0.054
N -0.321 0.400 -0.353